No. 1
The following is a DFT calculation (ωB97M-V/def2-TZVPD) of 2 unconnected molecules or ions with the total composition C4H12S2 at a distorted geometry.

Each line ends with the natural charge from an NBO analysis.
CARTESIAN COORDINATES (ANGSTROEM)
C  -1.177368  -2.328760  -2.860255  -0.65
C  -1.307666  -1.185399  -1.831457  -0.45
S  -0.602668  0.381865  -2.697736  -0.09
H  -1.781140  -2.106339  -3.798176  0.23
H  -0.173299  -2.745587  -3.279710  0.23
H  -1.536002  -3.051247  -2.069011  0.22
H  -0.611208  -1.189877  -0.979325  0.23
H  -2.314689  -1.159176  -1.519477  0.21
H  -1.281972  1.199044  -1.931275  0.12
C  1.747451  0.740483  3.110078  -0.63
C  0.984511  1.969991  2.547395  -0.31
S  0.657584  1.535477  0.758532  -0.52
H  0.961177  -0.062199  2.778823  0.23
H  2.658094  0.710901  2.495518  0.23
H  1.794113  0.797723  4.154059  0.22
H  1.535560  2.878956  2.523717  0.21
H  0.084826  2.352237  3.102491  0.22
H  0.362698  1.261906  -0.504190  0.30

Cartesian forces, eV/Å:
C 0.5 -1.0 0.6
C 3.6 1.5 -2.0
S -0.7 -1.0 0.4
H 0.2 -0.7 1.6
H -1.3 1.3 1.3
H -0.2 -0.7 -2.1
H -0.5 -0.8 -0.2
H -1.1 0.7 0.2
H -0.4 0.9 0.3
C -3.2 -0.1 -3.4
C -0.9 0.7 1.2
S 0.9 -0.5 0.5
H 2.1 0.7 0.9
H -0.1 -0.6 0.8
H 0.6 0.0 1.5
H 1.0 0.5 -0.5
H 0.3 -1.3 -0.7
H -0.8 0.4 -0.6

The energy relative to the best compared isomer or geometry (same formula, charge and spin) comes out at 4.4932 eV. The highest occupied orbital energy comes out at -8.55 eV. The SMILES is CCS.CCS.



No. 2
The following is a DFT calculation (ωB97M-V/def2-TZVPD) of a gas-phase ion, C7H12NO2S (charge +1) at a distorted geometry.

Each line ends with the natural charge from an NBO analysis.
CARTESIAN COORDINATES (ANGSTROEM)
C  1.462556  1.669450  1.518158  -0.29
O  0.604836  1.603062  0.419049  -0.49
C  0.534152  0.312674  -0.084569  0.07
C  1.855726  0.047873  -0.727728  -0.30
S  2.807567  -1.222515  -0.453312  0.17
C  0.131492  -0.742293  0.893147  0.16
N  -0.952740  -1.312364  0.508370  0.08
C  -1.637990  -2.473837  0.942156  -0.45
O  -1.428144  -0.804040  -0.625583  -0.29
C  -0.542642  0.127805  -1.210625  0.09
C  -1.238325  1.392019  -1.758844  -0.60
H  1.997824  2.625585  1.579810  0.23
H  2.312869  1.035536  1.282029  0.19
H  0.883301  1.471239  2.408808  0.19
H  2.030136  0.842557  -1.458046  0.22
H  0.826644  -0.844542  1.706091  0.28
H  -1.461684  -3.263558  0.240813  0.26
H  -2.747370  -2.328376  0.742889  0.28
H  -1.268712  -2.751740  2.005695  0.27
H  -0.096585  -0.311886  -2.153063  0.22
H  -1.817018  1.196211  -2.583870  0.24
H  -1.793966  1.707396  -0.962432  0.23
H  -0.461919  2.023744  -2.228945  0.24

Cartesian forces, eV/Å:
C 1.4 0.7 0.1
O -1.5 0.6 -0.7
C -0.3 0.3 -1.6
C 0.5 -1.0 -0.3
S -0.3 0.5 -0.2
C 0.0 0.5 -0.5
N 2.7 1.1 0.7
C -1.6 -1.0 1.7
O -2.4 -0.5 -1.3
C 1.5 0.9 -1.8
C 3.1 -1.4 0.4
H -0.9 0.2 0.0
H 0.1 -0.7 0.9
H 0.4 -0.2 0.5
H 0.5 -0.1 0.0
H -0.7 -1.1 0.7
H 0.8 -0.6 -0.3
H 1.2 0.2 1.1
H -1.1 0.5 -1.9
H -0.1 -0.3 1.4
H -1.8 -1.1 -1.7
H -1.4 2.1 1.7
H -0.2 0.2 1.1

The energy relative to the best compared isomer or geometry (same formula, charge and spin) comes out at 3.2493 eV. The highest occupied orbital energy comes out at -12.87 eV. The SMILES is CO[C@@]1(C=S)C=[N+](C)O[C@H]1C. The total charge is +1.



No. 3
The following is a DFT calculation (ωB97M-V/def2-TZVPD) of a molecular structure, C21H12BeBr3ClN2O3 at a distorted geometry.

Each line ends with the natural charge from an NBO analysis.
CARTESIAN COORDINATES (ANGSTROEM)
Be  -0.813804  -0.411055  -0.134913  1.69
Cl  1.719622  -6.780876  0.750105  0.00
C  1.160821  -5.209584  0.315967  -0.11
C  -0.010778  -4.728570  0.881761  -0.16
C  -0.600080  -3.536055  0.484740  -0.31
C  -0.008792  -2.773285  -0.526803  0.48
O  -0.548119  -1.667200  -0.945135  -0.96
C  1.205517  -3.261617  -1.084317  -0.31
C  1.905983  -2.610358  -2.159776  0.41
O  1.706164  -1.488979  -2.597134  -0.57
C  1.730848  -4.526371  -0.707938  -0.15
H  -0.532504  -5.334388  1.611708  0.22
H  -1.566902  -3.298718  0.956804  0.23
H  2.778464  -3.143180  -2.590555  0.11
H  2.494957  -5.036438  -1.286266  0.23
Br  -4.249134  1.607225  2.424937  0.06
C  -3.357872  2.221133  0.855815  -0.20
C  -3.497515  3.560560  0.443937  -0.21
C  -2.727047  4.084483  -0.576977  -0.12
Br  -3.003181  5.890308  -0.973956  0.07
C  -1.728157  3.271854  -1.183894  -0.11
C  -0.879770  3.699640  -2.262342  -0.11
C  0.114529  2.883007  -2.693177  -0.26
C  0.208760  1.557052  -2.184019  0.08
N  -0.655355  1.126326  -1.242418  -0.56
C  -1.586629  1.960624  -0.744114  0.09
C  -2.432786  1.370081  0.281157  0.40
O  -2.152873  0.111397  0.596298  -0.93
H  -4.200635  4.226133  0.947354  0.24
H  -0.900123  4.758572  -2.524589  0.23
H  0.915935  3.212144  -3.326843  0.23
H  0.926604  0.813834  -2.555280  0.25
Br  3.824549  2.090612  3.460712  0.14
C  2.504102  1.175137  2.554740  -0.05
C  1.151672  1.390036  2.858761  -0.27
C  0.197383  0.773532  2.116983  0.06
N  0.485852  -0.014622  1.027184  -0.61
C  1.770492  -0.242307  0.774855  0.10
C  2.813999  0.297038  1.539567  -0.28
H  0.849857  2.010148  3.718825  0.25
H  -0.831917  0.856668  2.389348  0.24
H  1.987595  -0.959561  0.015844  0.23
H  3.830268  0.075619  1.293044  0.24

Cartesian forces, eV/Å:
Be -0.1 0.9 -0.2
Cl 0.2 -0.4 0.2
C -0.6 -0.2 0.0
C -0.6 0.3 0.3
C -0.2 -1.1 0.7
C 0.5 0.0 0.1
O -0.1 0.1 -0.1
C -0.2 -1.3 0.1
C 0.6 1.3 -0.8
O -0.1 -0.1 0.2
C -0.2 0.6 -0.5
H 0.1 0.0 0.1
H 0.6 0.3 -0.5
H -0.2 -0.4 0.2
H 0.3 0.5 0.1
Br 0.0 0.1 -0.4
C 0.3 -0.5 0.5
C 0.3 0.4 -0.4
C -0.4 -1.0 1.0
Br 0.2 0.4 -0.4
C -0.2 1.1 -1.3
C 0.0 0.7 1.6
C 0.5 -1.2 0.4
C -1.3 -0.4 0.9
N 1.3 -0.2 -1.0
C -0.7 -0.2 0.3
C 0.9 -0.4 -0.3
O -0.4 0.9 -0.3
H 0.1 -0.4 -0.1
H -0.2 -0.4 -0.3
H -0.1 0.2 -0.5
H -0.2 0.4 0.3
Br 0.5 0.3 0.4
C -1.0 -0.2 -0.5
C 0.6 0.6 1.1
C 0.2 -1.0 -1.2
N 0.1 0.7 1.3
C 0.2 0.0 1.0
C -0.6 0.1 -0.4
H 0.3 -0.3 -0.6
H -0.5 0.1 -0.2
H 0.1 -0.1 -0.7
H 0.4 -0.1 -0.1

The highest occupied orbital energy comes out at -8.03 eV.



No. 4
The following is a DFT calculation (ωB97M-V/def2-TZVPD) of a molecular structure, C5H6O2.

Each line ends with the natural charge from an NBO analysis.
CARTESIAN COORDINATES (ANGSTROEM)
O  -2.347697  -0.717167  -0.309435  -0.54
C  -1.226835  -0.278039  -0.412982  0.54
C  -0.738559  1.103757  -0.643285  -0.23
O  0.520735  0.994602  -1.228955  -0.38
C  1.065694  -0.075382  -0.703655  0.26
C  0.516276  -0.148467  1.172569  -0.66
C  0.096276  -0.969052  -0.065977  -0.41
H  -0.078982  1.028090  0.662451  0.27
H  -1.333774  1.909737  -1.053321  0.23
H  2.122601  -0.231441  -0.880239  0.22
H  -0.242532  -0.138708  1.965142  0.24
H  1.483581  -0.424042  1.594245  0.22
H  0.163215  -2.053888  -0.096556  0.25

Cartesian forces, eV/Å:
O 0.4 0.1 0.0
C -0.2 0.1 0.1
C -0.3 0.0 -0.2
O 0.1 0.0 0.1
C 0.1 0.0 -0.1
C 0.1 0.0 0.4
C 0.0 -0.1 -0.2
H 0.0 -0.1 0.0
H 0.1 -0.1 0.1
H -0.1 0.0 0.0
H 0.1 0.0 -0.2
H -0.1 0.0 -0.1
H 0.0 0.2 0.0

The energy relative to the best compared isomer or geometry (same formula, charge and spin) comes out at 4.5376 eV. The highest occupied orbital energy comes out at -8.52 eV.